No. 1
The following is a quantum chemistry calculation of C30H36CrF5Ge2N4SSe as an isolated structure, from OMol25.

Calculated values
Net charge ... +2
LUMO (alpha / beta) ... -0.259 / -0.241 Eh
HOMO level (alpha / beta) ... -13.0 / -13.1 eV
E_tot ... -268859.0554 eV
HOMO-LUMO gap (alpha / beta) ... 5.94 / 6.56 eV
⟨S²⟩ ... 0.838
Multiplicity ... 2

Geometry as XYZ:
```
80
Properties=species:S:1:pos:R:3:forces:R:3
Cr 0.620377 -1.248147 -0.725144 -0.840 1.139 -0.651
C 4.332239 -3.394147 -0.488694 -0.047 -0.018 0.006
C 3.113340 -2.615071 -0.845455 -0.128 -0.010 0.324
N 2.151398 -2.306920 -0.035358 0.541 -0.281 0.078
N 2.099576 -2.663029 1.268428 0.044 -0.611 0.490
C 1.289982 -1.695772 2.016314 -0.502 0.487 -0.457
N 0.036243 -2.112131 4.192009 -0.065 0.037 -0.355
S -0.427195 -1.863927 1.321878 0.474 0.071 -0.002
C 2.952949 -2.006029 -2.162735 -0.040 0.181 -0.456
C 3.787935 -2.271176 -3.238626 -0.016 -0.085 0.291
C 3.593650 -1.594718 -4.430885 -0.144 0.145 -0.036
C 2.583199 -0.646301 -4.505363 0.195 -0.163 -0.059
C 1.778966 -0.444509 -3.401821 -0.152 0.116 0.050
N 1.930258 -1.118704 -2.258054 0.581 -0.171 -0.328
H 4.441717 -3.539043 0.583660 0.023 -0.005 -0.025
H 5.219036 -2.876390 -0.853754 0.021 -0.020 0.011
H 4.310564 -4.384752 -0.948305 -0.042 0.005 -0.015
H 2.977900 -2.940256 1.689080 0.127 0.156 -0.086
H 0.031363 -2.771092 4.969845 0.001 -0.017 0.028
H -0.222811 -1.190634 4.547865 -0.079 0.045 -0.008
H 4.572915 -3.007455 -3.139407 0.020 0.024 -0.022
H 4.225696 -1.798986 -5.284261 0.000 0.010 0.000
H 2.406138 -0.083273 -5.410060 -0.003 0.032 0.021
H 0.976758 0.279045 -3.436357 0.018 -0.059 0.043
C 4.113207 1.390253 2.315972 -0.053 -0.023 -0.085
C 3.686664 0.522382 1.132024 -0.398 -0.004 -0.173
Ge 1.726427 0.144856 1.041261 0.160 -0.393 1.154
C 1.390496 -2.042019 3.521879 0.526 0.324 -0.236
C 2.230769 -1.043196 4.302514 -0.102 -0.145 0.108
C 0.699306 1.478789 2.013991 0.107 -0.010 -0.381
C -0.570397 1.733406 1.669482 -0.046 -0.403 -0.469
Ge -1.335087 0.615762 0.186838 -0.377 0.100 0.402
C -3.158461 -0.190844 0.444972 0.496 0.320 -0.225
C -4.337615 0.761513 0.637598 0.015 -0.057 0.017
C -0.847860 1.442317 -1.591739 0.053 -0.578 0.451
C -1.557234 2.770742 -1.863558 -0.003 0.014 0.100
C -1.394641 2.817326 2.228280 -0.173 0.226 0.153
C -2.490971 3.301761 1.512808 0.256 -0.119 0.006
C -3.227581 4.384784 1.960184 -0.068 0.038 0.021
C -2.877690 5.007694 3.147878 -0.027 -0.006 -0.054
C -1.800932 4.530101 3.884267 -0.002 0.018 0.073
C -1.068451 3.447057 3.434034 -0.032 -0.065 -0.003
H 5.169464 1.645705 2.232927 0.003 0.010 0.057
H 3.967573 0.878033 3.266965 0.034 0.089 0.004
H 3.550968 2.323621 2.346028 0.042 0.021 0.020
H 4.235040 -0.424157 1.129302 -0.045 -0.034 -0.040
H 3.936903 1.027866 0.195577 0.037 -0.044 -0.007
H 1.814344 -3.045204 3.604001 -0.149 -0.055 0.093
H -0.673874 -2.380212 3.489717 -0.012 -0.034 0.132
H 3.262806 -1.056207 3.957829 -0.023 -0.050 -0.050
H 2.233885 -1.280473 5.368763 0.071 0.037 0.001
H 1.836118 -0.035953 4.153164 0.021 0.000 0.045
H 1.200833 2.099797 2.753254 -0.041 0.054 0.001
H -3.064809 -0.850915 1.306918 0.049 -0.022 -0.025
H -3.322643 -0.819418 -0.429686 0.044 -0.015 0.079
H -4.233682 1.366091 1.535826 -0.057 0.001 -0.010
H -5.244307 0.163635 0.739532 -0.020 0.037 -0.019
H -4.479078 1.425458 -0.216221 -0.005 0.024 0.015
H -1.086544 0.721532 -2.373192 0.020 -0.007 -0.044
H 0.234471 1.602022 -1.564248 0.023 -0.007 -0.060
H -2.640875 2.652567 -1.895082 -0.001 0.018 0.006
H -1.235998 3.147493 -2.835325 -0.035 0.023 0.005
H -1.306913 3.522509 -1.116510 -0.023 0.024 -0.007
H -2.753609 2.833239 0.571696 -0.074 0.078 -0.029
H -4.072749 4.741661 1.386312 0.027 0.009 -0.014
H -3.440833 5.862771 3.496258 -0.005 -0.020 0.029
H -1.536155 5.006906 4.818690 0.014 -0.003 -0.008
H -0.239299 3.089753 4.031683 0.012 -0.013 -0.016
F -5.161870 -0.777179 -6.069669 -0.069 0.028 -0.094
C -4.285865 -1.082963 -5.136911 0.013 -0.045 0.085
C -4.708993 -1.714765 -3.974171 0.059 0.009 -0.012
F -5.987391 -2.005629 -3.806374 -0.064 -0.003 -0.009
C -3.784659 -2.026782 -2.995235 0.358 0.115 -0.015
F -4.193911 -2.615141 -1.875838 -0.199 -0.036 -0.044
C -2.432182 -1.718508 -3.154019 0.086 0.308 -0.090
Se -1.246308 -2.229648 -1.767581 -0.303 -0.670 0.305
C -2.038856 -1.092488 -4.329111 -0.118 -0.170 0.258
F -0.744477 -0.796021 -4.502471 -0.060 0.067 -0.203
C -2.946099 -0.770067 -5.318409 0.088 0.005 0.015
F -2.542572 -0.168198 -6.427868 -0.016 0.024 -0.054
```
Positions in Å, forces in eV/Å.

For each atom in turn, the Löwdin charge in e is: Cr 0.06; C 0.02; C -0.22; N -0.13; N -0.07; C -0.72; N 0.20; S 0.64; C -0.19; C 0.03; C 0.01; C 0.00; C -0.09; N -0.01; H 0.08; H 0.11; H 0.12; H 0.13; H 0.18; H 0.17; H 0.13; H 0.13; H 0.13; H 0.11; C -0.16; C -0.35; Ge 0.92; C -0.34; C -0.03; C -0.24; C -0.33; Ge 0.98; C -0.34; C -0.15; C -0.34; C -0.13; C -0.24; C -0.08; C -0.05; C -0.05; C -0.06; C -0.03; H 0.08; H 0.05; H 0.07; H 0.05; H 0.06; H 0.15; H 0.08; H 0.09; H 0.10; H 0.08; H 0.06; H 0.05; H 0.01; H 0.06; H 0.09; H 0.07; H 0.02; H 0.06; H 0.08; H 0.09; H 0.07; H 0.06; H 0.12; H 0.12; H 0.11; H 0.11; F 0.17; C -0.12; C -0.13; F 0.16; C -0.25; F 0.09; C -0.43; Se 0.88; C -0.24; F 0.07; C -0.13; F 0.15

=====

No. 2
The following is a quantum chemistry calculation of a 2-piece molecular cluster, C30H36F5N4O2 overall, from OMol25.

Calculated values
Net charge ... +1
LUMO ... -0.169 Eh
HOMO level ... -11.5 eV
E_tot ... -55330.0062 eV
HOMO-LUMO gap ... 6.94 eV

Geometry as XYZ:
```
77
Properties=species:S:1:pos:R:3:forces:R:3
C 5.221196 2.346110 -2.424058 0.378 -0.331 -0.128
N 4.045302 2.169024 -1.604545 -0.562 0.497 0.225
C 3.340174 3.243031 -1.143280 0.552 0.586 0.057
O 3.640185 4.421745 -1.291970 -0.627 -1.414 0.131
C 2.130685 2.689706 -0.375965 0.667 0.720 0.585
C 0.803361 3.078037 -1.014611 -0.296 -0.314 -0.344
C 0.667959 4.561932 -1.159927 -0.203 0.619 0.045
C 0.708185 5.176792 -2.411291 0.273 -0.131 -0.192
F 0.873002 4.406687 -3.520283 -0.156 0.517 0.680
C 0.665221 6.559822 -2.560314 -0.013 0.190 -0.263
F 0.744075 7.122489 -3.782569 -0.067 -0.403 0.873
C 0.553333 7.364648 -1.423740 -0.015 0.302 -0.060
F 0.520182 8.703634 -1.547506 -0.001 -0.994 0.096
C 0.483666 6.777283 -0.158131 -0.020 0.222 0.273
F 0.373830 7.552399 0.939512 0.086 -0.552 -0.764
C 0.542470 5.390701 -0.045977 0.129 0.116 0.136
F 0.534545 4.834949 1.197877 -0.088 0.281 -0.774
N 2.386855 1.251929 -0.370525 -1.706 -1.250 0.910
C 1.507384 0.403162 0.210450 0.829 1.453 -0.942
C 1.581544 -0.973299 0.171707 -0.686 -1.968 -0.245
C 0.591999 -1.811670 0.746159 2.855 1.208 2.503
C 0.863246 -3.182076 1.163534 0.322 -0.616 -0.542
C -0.036080 -3.848741 2.017241 -0.208 0.014 0.121
C 0.198807 -5.155701 2.443044 0.279 0.077 -0.179
C 1.339856 -5.846592 2.001775 -0.310 0.495 -0.088
C 2.260017 -5.189343 1.176952 0.107 0.408 -0.264
C 2.037938 -3.868883 0.764872 -0.345 -0.300 0.207
C 3.541166 0.855809 -1.196661 0.711 0.007 -0.634
C 3.123601 0.048062 -2.434184 -0.220 0.162 -0.044
C 4.622681 0.115429 -0.399388 -0.040 0.245 0.216
H 5.303055 3.398257 -2.702485 -0.103 -0.172 0.116
H 6.127203 2.045529 -1.885692 -0.105 0.119 -0.067
H 5.140752 1.734933 -3.327287 0.040 0.157 0.029
H 2.147777 3.080843 0.655855 0.150 -0.126 -0.354
H 0.733748 2.622819 -2.010782 -0.066 0.007 0.251
H -0.007815 2.686393 -0.385102 0.081 0.105 -0.222
H 0.682145 0.885679 0.743026 0.228 -0.111 -0.158
H 2.424552 -1.442017 -0.336993 -0.404 0.198 0.358
H -0.205299 -1.311171 1.293605 -0.171 -0.243 -0.167
H -0.927387 -3.306723 2.336692 0.205 -0.220 -0.125
H -0.512766 -5.640674 3.113441 0.218 0.148 -0.241
H 1.498932 -6.888982 2.285031 0.002 0.375 -0.030
H 3.161315 -5.705632 0.835700 -0.334 0.166 0.163
H 2.770861 -3.364552 0.132757 -0.160 -0.322 0.164
H 2.405953 0.628166 -3.031009 0.217 -0.169 0.088
H 4.010649 -0.174082 -3.041715 -0.308 0.057 0.158
H 2.654144 -0.894594 -2.147390 0.148 0.116 -0.227
H 5.033756 0.787709 0.365730 -0.066 -0.234 -0.161
H 4.217336 -0.770328 0.093947 0.205 0.099 -0.078
H 5.426707 -0.191070 -1.081110 -0.214 0.067 0.234
C -5.996893 -1.474287 4.630655 -0.009 -0.005 0.013
C -5.603021 -1.580716 3.165654 0.122 -0.103 -0.296
C -4.634141 -0.484886 2.729756 0.042 0.243 -0.042
N -4.124158 -0.687750 1.370713 0.063 0.112 0.217
C -2.892904 -1.200085 1.144088 -0.348 -0.187 0.465
C -2.546333 -1.402323 -0.343475 -0.067 0.981 0.422
C -3.728947 -2.007921 -1.145593 0.098 -0.068 0.125
C -3.103903 -3.053501 -2.079651 0.194 0.022 -0.203
C -1.623856 -3.158432 -1.677537 0.619 -0.482 -0.287
N -1.415283 -2.291986 -0.510472 0.431 0.184 -0.722
O -2.131378 -1.475659 2.075576 -0.196 0.210 -0.769
H -6.710767 -2.263041 4.877334 0.044 0.116 0.071
H -5.122545 -1.594402 5.278398 -0.116 0.054 -0.051
H -6.462873 -0.508649 4.851679 0.054 -0.116 0.006
H -5.126567 -2.552883 2.978687 -0.106 0.145 0.011
H -6.495879 -1.525997 2.529017 0.097 -0.101 0.086
H -5.136318 0.491517 2.748094 0.146 -0.157 0.131
H -3.762708 -0.452423 3.392648 -0.227 0.047 -0.122
H -4.734040 -0.443455 0.601820 0.238 -0.193 0.097
H -2.331075 -0.366931 -0.704135 -0.124 -0.493 -0.045
H -4.452134 -2.505081 -0.484416 0.230 0.319 -0.072
H -4.244014 -1.213806 -1.698824 -0.001 -0.274 0.125
H -3.588193 -4.028275 -1.970343 -0.019 0.267 -0.125
H -3.185616 -2.731449 -3.123329 -0.030 -0.219 0.193
H -1.346348 -4.185810 -1.394572 -0.114 0.225 -0.216
H -0.965097 -2.860704 -2.516295 -0.282 -0.133 0.287
H -0.487016 -1.818645 -0.599897 -1.924 -0.259 -0.624
```
Positions in Å, forces in eV/Å.

For each atom in turn, the Löwdin charge in e is: C 0.00; N -0.03; C -0.36; O 0.11; C -0.15; C -0.05; C -0.09; C -0.13; F 0.09; C -0.11; F 0.12; C -0.10; F 0.13; C -0.11; F 0.12; C -0.13; F 0.09; N 0.05; C 0.02; C -0.06; C 0.00; C -0.20; C 0.00; C -0.04; C -0.05; C -0.06; C -0.01; C -0.46; C 0.02; C 0.02; H 0.10; H 0.10; H 0.09; H 0.17; H 0.14; H 0.13; H 0.16; H 0.07; H 0.10; H 0.10; H 0.11; H 0.12; H 0.11; H 0.10; H 0.10; H 0.09; H 0.07; H 0.11; H 0.07; H 0.10; C -0.11; C -0.25; C -0.19; N 0.07; C -0.42; C -0.24; C -0.12; C -0.15; C -0.18; N -0.02; O 0.02; H 0.07; H 0.08; H 0.08; H 0.11; H 0.11; H 0.13; H 0.12; H 0.14; H 0.16; H 0.12; H 0.12; H 0.11; H 0.11; H 0.11; H 0.12; H 0.08

=====

No. 3
The following is a quantum chemistry calculation of C30H36IN2PSi2Sn as an isolated structure, from OMol25.

Calculated values
Net charge ... -2
LUMO ... 0.155 Eh
HOMO level ... -0.8 eV
E_tot ... -73656.8000 eV
HOMO-LUMO gap ... 5.01 eV

Geometry as XYZ:
```
73
Properties=species:S:1:pos:R:3:forces:R:3
Sn -1.106397 0.162186 -0.576454 0.360 -0.209 0.144
C -0.140400 5.017923 1.968396 -0.011 -0.012 0.003
C -1.135998 4.263949 2.575155 0.014 -0.007 -0.005
C -0.957247 2.900664 2.755876 -0.005 -0.004 -0.027
C 0.218598 2.271828 2.347555 -0.064 -0.007 -0.080
C 1.205161 3.035817 1.730691 0.028 0.014 0.060
C 1.027510 4.400322 1.544630 0.016 -0.012 0.012
P 0.316977 0.448068 2.555564 0.045 -0.057 0.050
C 1.225308 0.337254 4.158869 -0.017 0.001 0.023
C 1.730185 -0.911627 4.539056 -0.016 -0.004 0.005
C 2.315171 -1.104462 5.779180 0.002 0.000 -0.010
C 2.400438 -0.052551 6.685518 -0.005 0.008 -0.018
C 1.897662 1.188587 6.327666 -0.002 0.000 -0.016
C 1.318556 1.381447 5.077429 0.040 0.015 -0.019
C 1.613348 -0.043631 1.348268 0.080 0.013 -0.077
C 2.977380 0.043102 1.654017 -0.012 -0.056 -0.019
C 3.929028 -0.299715 0.705096 -0.038 0.006 0.019
C 3.508282 -0.736521 -0.547048 -0.042 -0.031 0.031
C 2.151295 -0.816652 -0.833178 -0.080 -0.128 -0.093
C 1.150907 -0.471385 0.087415 -0.097 0.248 0.131
H -0.289369 6.077250 1.796433 0.002 -0.001 0.005
H -2.069433 4.727902 2.868449 0.003 0.004 0.006
H -1.756659 2.302735 3.179202 0.003 -0.003 -0.010
H 2.106590 2.554339 1.371089 -0.004 -0.001 -0.003
H 1.795852 4.977241 1.043500 -0.005 -0.003 -0.006
H 1.667370 -1.739062 3.840361 -0.003 0.000 0.007
H 2.704622 -2.081153 6.042637 -0.001 0.003 -0.002
H 2.855096 -0.201942 7.657658 -0.002 0.000 0.000
H 1.958847 2.019458 7.021591 0.000 -0.002 -0.004
H 0.941852 2.361446 4.809961 -0.004 -0.007 0.007
H 3.302171 0.381636 2.632577 0.002 0.013 0.007
H 4.985470 -0.224018 0.939480 0.002 0.005 0.002
H 4.242403 -1.008008 -1.300523 -0.008 -0.012 0.004
H 1.848319 -1.166655 -1.817905 -0.006 0.078 -0.005
C 2.007338 1.133419 -4.068440 0.046 -0.035 0.029
Si 0.295555 1.464747 -3.332103 -0.195 0.086 -0.118
C -0.747867 2.242811 -4.693060 0.007 0.024 0.000
C 0.518896 2.761082 -1.996964 0.019 0.013 0.032
N -0.456269 0.102222 -2.623948 0.104 -0.064 -0.020
C -0.756241 -1.088628 -3.261435 -0.012 0.041 -0.019
C -0.455172 -1.360472 -4.597282 0.030 -0.024 0.025
C -0.771555 -2.579285 -5.201366 0.001 0.012 0.027
C -1.411039 -3.555473 -4.463861 0.003 0.028 0.018
C -1.734570 -3.305266 -3.128325 0.051 0.015 0.018
C -1.430061 -2.097118 -2.498335 -0.040 0.010 -0.006
N -1.758756 -1.794178 -1.186196 0.084 -0.067 -0.067
Si -2.700553 -2.782533 -0.159697 -0.136 0.031 -0.029
C -1.876573 -4.434149 0.258188 0.016 -0.015 0.037
C -2.965116 -1.893415 1.468047 0.028 0.040 0.039
C -4.417211 -3.143910 -0.847603 -0.012 0.000 -0.002
H 2.479863 2.085870 -4.331516 -0.007 -0.005 -0.014
H 1.963269 0.517797 -4.969532 0.016 0.008 0.013
H 2.649570 0.627105 -3.343355 -0.009 0.018 -0.003
H -0.282237 3.161437 -5.066858 -0.012 -0.008 -0.006
H -1.730130 2.490076 -4.280323 0.009 -0.011 -0.003
H -0.901435 1.568480 -5.539086 0.003 0.002 0.018
H 1.025822 3.639334 -2.411527 -0.008 -0.008 0.013
H 1.122715 2.382124 -1.166924 0.002 0.006 -0.004
H -0.447704 3.080706 -1.596501 0.023 -0.006 -0.005
H 0.039193 -0.596892 -5.186702 -0.016 -0.007 0.003
H -0.517448 -2.746563 -6.242475 0.001 0.002 -0.003
H -1.670596 -4.509097 -4.910678 -0.002 -0.003 -0.002
H -2.246372 -4.075922 -2.564605 0.006 -0.001 0.007
H -0.858850 -4.254080 0.616028 -0.016 -0.002 -0.003
H -1.815152 -5.111540 -0.596121 0.001 0.012 0.006
H -2.434150 -4.939109 1.054486 0.011 -0.011 -0.013
H -2.041415 -1.788006 2.044270 -0.012 0.010 -0.018
H -3.684894 -2.457158 2.071404 0.026 0.007 0.017
H -3.370237 -0.890552 1.305017 -0.026 -0.033 -0.012
H -4.395678 -3.685140 -1.795452 0.007 0.005 0.010
H -4.926583 -2.191447 -1.019916 0.009 -0.011 0.002
H -5.003812 -3.727932 -0.129996 -0.002 0.006 -0.017
I -4.233459 1.754866 -1.575434 -0.173 0.080 -0.073
```
Positions in Å, forces in eV/Å.

For each atom in turn, the Löwdin charge in e is: Sn 0.88; C -0.10; C -0.09; C -0.11; C -0.41; C -0.09; C -0.10; P 1.04; C -0.38; C -0.12; C -0.11; C -0.12; C -0.11; C -0.09; C -0.46; C -0.14; C -0.13; C -0.12; C -0.15; C -0.28; H 0.09; H 0.10; H 0.10; H 0.10; H 0.10; H 0.11; H 0.09; H 0.09; H 0.09; H 0.09; H 0.09; H 0.08; H 0.09; H 0.08; C -0.17; Si 0.32; C -0.17; C -0.20; N -0.23; C -0.32; C -0.07; C -0.15; C -0.15; C -0.07; C -0.31; N -0.23; Si 0.32; C -0.18; C -0.21; C -0.17; H 0.02; H 0.01; H 0.01; H 0.02; H 0.02; H 0.01; H 0.03; H 0.01; H 0.02; H 0.07; H 0.08; H 0.08; H 0.07; H 0.02; H 0.01; H 0.01; H 0.00; H 0.02; H 0.01; H 0.01; H 0.03; H 0.02; I -0.66

=====

F_max values, unit eV Å⁻¹, following the record order: 1.6 4.0 0.4.